# C56H56BrF4I2NO10PS

A cluster of 3 separate species, C56H56BrF4I2NO10PS in total at a distorted geometry (ωB97M-V/def2-TZVPD, the OMol25 dataset).

Values from the calculation:
* lowest unoccupied orbital energy: -5.34 eV
* electronic energy: -7282.26105 hartree
* net charge: +1
* HOMO energy: -0.4117 hartree

The geometry in XYZ format:
```
132
Properties=species:S:1:pos:R:3:forces:R:3
C 1.18376 -2.62917 6.00605 -0.5 0.9 1.0
C 0.55771 -1.58689 5.83960 0.4 -0.6 -1.5
C -0.09829 -0.26495 5.38213 2.5 0.7 1.3
C -0.71184 -0.06206 3.92334 -0.1 0.8 0.6
C -1.66142 -1.33880 3.80894 -1.8 -0.9 -1.5
I -2.94001 -1.66969 5.61733 0.3 0.8 -0.3
C -1.16884 -2.79221 3.44609 -0.2 -1.9 -1.1
C -2.14739 -4.01665 3.84715 1.1 -0.8 -1.3
C -1.44361 1.45285 3.72304 -0.1 1.1 0.8
C -2.95558 1.27118 3.26395 -0.4 -2.3 -0.7
C -4.07188 2.31807 3.10381 -2.6 1.4 0.2
O -5.02136 2.23410 4.22437 1.3 0.7 -0.2
C -5.12418 2.03086 1.90262 -1.7 -0.6 0.4
F -6.13502 1.15124 2.33469 2.2 1.4 -1.1
F -4.59639 1.45426 0.76369 -0.6 1.3 1.4
F -5.82039 3.22050 1.61225 1.8 -2.1 0.1
P -1.87006 2.13356 5.50236 1.1 -0.7 1.7
O -0.39127 2.59832 6.28747 -1.6 -0.7 -0.4
Br -2.89781 4.12433 5.65320 0.3 0.2 -0.5
C -0.45920 2.39758 2.77211 -2.3 1.8 0.8
C -1.17638 2.63794 1.35280 0.7 -0.8 -2.2
C -2.14279 3.84369 1.07062 -1.8 0.8 -1.1
C -1.73264 4.76126 -0.20527 0.3 -1.5 0.6
S -2.16363 6.52972 -0.02164 -1.3 4.2 -4.8
O -1.17931 7.37231 -0.74970 -0.3 -2.1 2.5
O -3.46215 6.73378 -0.69602 1.4 -1.6 2.6
O -2.25678 7.04990 1.53166 0.6 -0.9 -1.3
C -0.31904 3.81559 3.39975 1.7 3.4 -1.4
C 0.45894 4.94506 2.39482 1.9 1.1 2.2
C 1.67844 5.77482 3.12900 -4.3 0.8 -1.3
O 0.25931 6.36624 2.77847 1.5 -3.2 -1.4
N 0.90000 1.66156 2.73392 -1.6 -0.4 -1.7
I 2.10918 2.14193 0.98383 -0.8 -0.1 -2.4
C 2.07986 2.12989 3.50734 5.3 2.0 2.6
C 2.32728 2.29565 5.01323 -0.5 0.3 2.0
C 2.49659 3.48597 5.75771 -0.5 -1.7 -1.4
C 0.42683 0.20646 2.74749 1.8 -4.4 0.9
C 1.67042 -0.77872 3.09298 1.4 -0.6 0.4
C 2.74904 -1.02024 2.01890 0.2 1.1 -0.5
C 3.61763 -1.05569 1.15393 -0.1 -1.2 0.9
C -0.15601 -0.49510 1.44975 -0.8 0.4 -1.3
C 0.28643 -0.35200 -0.03930 0.3 -2.3 -2.2
C -0.27902 -1.66690 -0.80473 0.0 0.8 0.4
F -0.25004 0.71556 -0.82741 0.3 -0.2 1.4
H 1.70775 -3.52625 6.41884 -0.8 1.3 -0.8
H -0.73157 -0.01376 6.27601 0.0 -0.1 -1.5
H 0.73612 0.49371 5.45031 -0.8 -0.8 0.1
H -2.50475 -1.24394 3.04223 1.2 0.4 1.1
H -0.16657 -3.15701 3.78070 -0.8 0.9 0.0
H -1.17736 -2.92194 2.30645 0.2 0.6 1.5
H -1.80149 -4.87465 3.16597 -0.4 1.1 0.8
H -1.96627 -4.42009 4.87984 -0.6 0.8 -0.9
H -3.21992 -3.85484 3.55627 1.0 0.0 0.7
H -3.43025 0.57121 4.03792 0.7 0.8 -1.0
H -2.93379 0.64849 2.31113 -0.1 0.8 1.1
H -3.84059 3.41674 3.05930 0.4 -1.3 -0.5
H -5.32823 3.14923 4.40544 0.2 -0.9 -0.1
H -0.56625 2.37176 7.23150 0.2 0.3 -0.8
H -1.69351 1.69886 0.95973 0.7 1.2 0.9
H -0.44190 2.81188 0.49355 -0.4 -0.6 1.6
H -2.41501 4.56790 1.87885 0.6 -0.9 -0.3
H -3.14396 3.42119 0.71860 1.3 0.5 0.8
H -2.29488 4.39734 -1.12773 0.5 0.9 1.2
H -0.64043 4.69184 -0.47293 -1.0 0.4 0.5
H -1.54587 7.72846 1.64056 -0.3 -0.7 -0.1
H -1.24591 4.43419 3.53836 0.5 -1.5 0.0
H 0.28837 3.96322 4.32810 -0.8 -0.9 -0.6
H 0.59216 4.68322 1.26082 -0.3 0.9 2.3
H 1.55266 6.00045 4.23226 1.3 -1.2 -1.3
H 2.48797 6.20968 2.48003 -0.9 -0.5 1.0
H 3.00002 1.53709 3.16217 -1.7 0.3 0.4
H 2.35921 3.17690 3.13487 -1.0 -1.3 0.6
H 2.56877 1.37356 5.64623 -1.8 0.9 -0.7
H 1.88369 3.51653 6.71514 2.2 -0.2 -0.5
H 3.16879 4.32621 5.41995 -1.9 -0.3 -0.1
H 1.31343 -1.83447 3.32987 -0.1 1.7 -0.3
H 2.21144 -0.47518 4.05154 -0.7 -0.2 -1.3
H 4.45635 -1.36624 0.46520 -1.5 0.7 1.0
H -1.29160 -0.37900 1.38812 1.5 -0.4 0.3
H 0.13565 -1.59084 1.57798 -0.9 1.6 0.2
H 1.39673 -0.41608 -0.26484 -1.4 0.6 0.8
H 0.39110 -2.55712 -0.57956 -0.9 1.1 -0.3
H -1.35499 -1.88334 -0.50117 1.3 0.2 -0.4
H -0.26037 -1.40286 -1.90474 0.0 -0.6 1.3
C -5.67915 -3.62751 -7.69532 0.1 0.1 0.1
C -5.00791 -4.31496 -6.68721 0.0 0.1 0.0
C -4.23416 -3.62011 -5.76752 -0.1 -0.2 -0.1
C -4.11880 -2.23479 -5.85956 -0.1 -0.1 -0.2
C -4.77221 -1.54867 -6.88474 0.0 -0.3 0.0
C -5.56167 -2.24767 -7.79512 -0.1 -0.2 -0.1
C -4.61909 -0.08015 -7.02493 -0.4 0.3 -0.6
O -5.19045 0.51915 -7.91497 0.1 -0.1 0.2
C -3.74970 0.64449 -6.06568 0.2 0.2 0.2
C -3.54950 2.01512 -6.21768 0.1 0.2 0.1
C -2.74812 2.70459 -5.31719 -0.1 -0.1 0.0
C -2.15079 2.02927 -4.25557 -0.1 -0.1 -0.1
C -2.34305 0.66303 -4.10345 0.1 0.2 0.1
C -3.13519 -0.03482 -5.01371 0.0 0.2 0.0
C -3.30509 -1.50032 -4.86255 0.3 -0.4 0.5
O -2.77868 -2.09112 -3.93578 0.0 0.1 -0.1
H -6.29056 -4.17041 -8.40759 0.0 0.1 0.1
H -5.09055 -5.39399 -6.61809 0.0 0.1 0.0
H -3.71780 -4.15979 -4.98145 0.0 0.2 0.0
H -6.08213 -1.71813 -8.58528 0.1 0.1 0.1
H -4.01450 2.54694 -7.04040 0.0 -0.2 0.0
H -2.58962 3.77036 -5.44060 0.0 -0.1 0.0
H -1.53045 2.56988 -3.54827 0.0 0.0 -0.1
H -1.87153 0.14155 -3.27749 -0.1 -0.1 -0.1
C 9.40277 -5.21932 -1.84171 -0.1 0.0 -0.1
C 8.80384 -4.36926 -0.91566 -0.1 0.0 -0.1
C 7.55906 -3.81596 -1.18291 0.2 0.0 0.1
C 6.91260 -4.10115 -2.38377 0.2 0.0 0.1
C 7.52436 -4.93392 -3.32196 0.1 0.0 0.2
C 8.76562 -5.50105 -3.04265 0.2 0.0 0.1
C 6.87123 -5.20745 -4.62531 0.4 -0.5 -0.5
O 7.40157 -5.93555 -5.44144 -0.1 0.1 0.1
C 5.56473 -4.57077 -4.91903 -0.3 0.1 -0.1
C 4.96521 -4.77127 -6.16034 -0.2 0.0 -0.1
C 3.73531 -4.19008 -6.44022 0.1 0.0 0.1
C 3.09480 -3.41371 -5.47785 0.1 0.0 0.1
C 3.69109 -3.20667 -4.24153 -0.1 0.0 -0.2
C 4.93194 -3.77650 -3.96205 -0.1 0.0 -0.2
C 5.57583 -3.51997 -2.65242 -0.3 0.3 0.4
O 5.01632 -2.83607 -1.81049 0.0 0.0 0.0
H 10.37105 -5.65823 -1.62803 -0.1 0.0 0.0
H 9.30830 -4.14012 0.01654 0.0 0.0 -0.1
H 7.09514 -3.15888 -0.45594 -0.1 -0.1 -0.2
H 9.23901 -6.15934 -3.76251 -0.2 0.1 0.0
H 5.45735 -5.37740 -6.91288 0.1 0.0 0.2
H 3.27307 -4.34343 -7.40911 0.0 0.0 0.1
H 2.13098 -2.96621 -5.69486 0.1 0.0 0.0
H 3.19015 -2.59731 -3.49755 0.2 -0.1 0.0
```
Forces are in eV/Å.